The following is a DFT calculation (ωB97M-V/def2-TZVPD) of one molecule with the formula C5H11NO at a distorted geometry.

Output
HOMO energy (Ha): -0.324
E_LUMO (eV): 0.9
Frontier orbital gap (eV): 9.67
SMILES string: CCC(=O)N(C)C
Net charge: 0

CARTESIAN COORDINATES (ANGSTROEM)
C 2.13 0.04 1.81
C 0.75 -0.16 1.16
C 0.65 0.08 -0.33
O 1.47 0.71 -0.96
N -0.69 -0.16 -0.73
C -0.87 -0.46 -2.15
C -1.94 0.28 -0.09
H 2.14 0.93 2.42
H 2.53 -0.79 2.39
H 2.82 0.25 0.98
H 0.19 0.75 1.38
H 0.28 -1.08 1.46
H -1.73 0.09 -2.52
H 0.08 -0.20 -2.70
H -1.21 -1.55 -2.27
H -2.73 -0.37 -0.40
H -1.74 0.30 0.99
H -2.12 1.32 -0.43